ORCA calculation (the ωB97M-V functional and the def2-TZVPD basis) on the ion C4H2O3PS with charge -1.

Each line ends with the natural charge from an NBO analysis.
Element x y z (Å)
S 1.04042 1.12118 0.70616  -0.037
P 2.31199 -0.00964 -0.50675  2.052
O 3.69172 0.19384 -0.01308  -1.064
O 0.71062 -1.88195 0.87487  -0.720
O 2.07361 -0.37218 -1.90692  -1.038
C -2.63033 1.30538 -0.30190  -0.354
C -0.43223 0.08358 0.47348  -0.474
C -1.59165 0.76936 0.01480  0.010
C -0.35867 -1.24452 0.65809  0.282
H -1.22981 -1.72366 0.36823  0.128
H -3.58568 1.75860 -0.36700  0.215

Largest force on an atom, eV/Å: 3.66
E_LUMO, eV: 3.23
Charge: -1
E, eV: -30447.6223
SMILES: C#C/C(=C/[O-])SP(=O)=O

***

ORCA calculation (the ωB97M-V functional and the def2-TZVPD basis) on a cluster of 2 separate species, C7H18FNOP in total.

Each line ends with the natural charge from an NBO analysis.
Element x y z (Å)
P -0.21988 1.40765 -1.91289  1.090
F -1.26315 -1.91282 -1.00594  -0.353
O -0.28682 0.83871 1.90524  -0.749
N 2.02669 -0.35914 -2.09860  -0.644
C 2.03293 0.21529 -0.97206  0.339
C 2.65852 -0.23039 0.30806  -0.694
C -1.89835 -0.90012 -1.71317  0.063
C -1.47226 0.43307 -1.06973  -0.821
C 1.25861 1.55235 -0.90514  -0.801
C -0.59851 -0.21180 2.84258  -0.070
C -1.25604 -1.38058 2.14353  -0.640
H 1.86969 -0.48896 1.02661  0.252
H -1.02263 0.17810 -0.09585  0.315
H -2.33566 1.07555 -0.86516  0.277
H 0.11923 0.80484 -3.12202  0.081
H -2.17288 -1.06574 1.63721  0.194
H 0.35387 -0.51104 3.27871  0.188
H -1.61109 -1.01052 -2.76406  0.187
H -0.71121 2.67662 -2.22878  0.042
H 0.96509 1.80278 0.12283  0.299
H 1.86810 2.37694 -1.29494  0.290
H 3.29715 -1.10436 0.15430  0.242
H 3.25097 0.57033 0.76353  0.248
H -1.52812 -2.18161 2.83092  0.239
H -1.11914 1.27905 1.69980  0.463
H -0.57601 -1.79362 1.39774  0.214
H -1.21757 0.18786 3.64783  0.182
H 2.56825 -1.22495 -2.09785  0.370
H -2.97977 -1.02346 -1.61269  0.199

Largest force on an atom, eV/Å: 0.54
E_LUMO, eV: -2.81
Charge: +1
E, eV: -23087.4480

***

ORCA calculation (the ωB97M-V functional and the def2-TZVPD basis) on an isolated molecule of C4H7ClO2.

Each line ends with the natural charge from an NBO analysis.
Element x y z (Å)
Cl -2.05159 -1.31401 0.33906  -0.346
O 0.09792 -0.08064 -1.15648  -0.486
O -2.56924 1.46752 -0.26322  -0.435
C 0.22756 0.11608 1.29872  -0.703
C -1.38918 1.41734 -0.14612  0.384
C 1.22085 -0.94517 -1.17807  -0.262
C -0.52141 0.17292 -0.00744  0.409
H 1.05544 0.82788 1.28054  0.223
H -0.44528 0.36899 2.11320  0.254
H 1.59378 -0.90437 -2.20315  0.210
H -0.76365 2.33278 -0.12582  0.114
H 2.00458 -0.60738 -0.49420  0.181
H 0.92706 -1.96774 -0.93020  0.204
H 0.61318 -0.88419 1.47318  0.250

Largest force on an atom, eV/Å: 2.60
E_LUMO, eV: 0.50
Charge: 0
E, eV: -20877.5154
Energy relative to the best compared isomer or geometry (same formula, charge and spin), kJ/mol: 103.1
SMILES: CO[C@](C)(Cl)C=O

***

ORCA calculation (the ωB97M-V functional and the def2-TZVPD basis) on the ion C8H13N2O2S with charge +1.

Each line ends with the natural charge from an NBO analysis.
Element x y z (Å)
S 2.59160 -1.50720 -0.94469  0.588
O -1.91765 -0.43596 0.33534  -0.502
O -1.28320 0.41670 -1.66038  -0.582
N 2.60661 0.97146 0.13669  -0.514
N 4.14030 -0.44199 1.11614  -0.798
C 0.97384 -1.09253 -1.04149  -0.410
C 0.46553 -0.06338 -0.04930  -0.449
C -3.85823 -1.49239 0.94320  -0.633
C 1.27107 1.21931 -0.10204  0.381
C -1.03701 0.08385 -0.54096  0.823
C -3.32667 -0.59077 -0.08045  -0.091
C 0.69976 2.48567 -0.68913  -0.684
C 3.12348 -0.35792 0.25657  0.154
H -4.08868 0.23648 -0.15013  0.215
H 0.49529 -0.62676 0.91901  0.263
H 0.49247 -1.16693 -2.00852  0.263
H 4.43167 0.10539 1.95761  0.452
H 4.65858 -1.42855 1.19823  0.433
H -0.28343 2.51792 -0.31515  0.249
H -4.10779 -1.17468 1.95183  0.230
H -3.30859 -1.01352 -1.07269  0.202
H 3.17348 1.81267 0.22080  0.441
H -3.10126 -2.36193 1.17917  0.209
H 0.65454 2.56026 -1.82827  0.287
H 1.22294 3.32107 -0.25309  0.241
H -4.68864 -1.97624 0.52169  0.228

Largest force on an atom, eV/Å: 5.76
E_LUMO (alpha / beta), eV: -4.46 / -4.22
Charge: +1
E, eV: -26407.3323
Energy relative to the best compared isomer or geometry (same formula, charge and spin), kJ/mol: 264.9